The following is a quantum chemistry calculation of a single C4H10N2 molecule at a distorted geometry, from the OMol25 dataset.

XYZ file:
```
16
Properties=species:S:1:pos:R:3:nbo_charge:R:1
C 1.471 -2.022 -0.256 -0.005
N 0.305 -1.599 -0.490 -0.458
C -0.666 -0.625 -0.861 -0.208
C -1.145 0.265 0.373 -0.411
C 0.074 1.051 0.818 -0.231
N -0.074 2.442 0.254 -0.823
H 1.752 -2.571 0.633 0.141
H 2.102 -2.191 -1.124 0.118
H -1.564 -1.210 -1.133 0.216
H -0.320 0.002 -1.686 0.181
H -1.976 0.715 -0.157 0.216
H -1.574 -0.374 1.146 0.208
H 0.279 0.972 1.933 0.170
H 0.998 0.636 0.448 0.192
H 0.812 2.883 0.491 0.345
H -0.751 2.988 0.774 0.349
```

Summary:
* 2S+1: 1
* total energy: -7287.5136 eV
* SMILES: C=NCCCN
* HOMO-LUMO gap: 8.799 eV
* highest occupied orbital energy: -7.743 eV
* energy above the lowest of the compared OMol25 structures with the same formula, charge and spin: 299.7 kJ/mol